(1)
The following is a quantum chemistry calculation of a single C20H23N3O2 molecule, from OMol25.

```
48
Properties=species:S:1:pos:R:3:forces:R:3
C -0.210 0.294 2.923 0.08 -0.12 0.04
C 0.718 1.439 3.170 0.00 -0.01 -0.09
C 0.910 1.923 4.457 0.06 0.03 -0.02
C 1.720 3.015 4.711 0.04 0.06 0.07
C 2.351 3.659 3.661 0.00 0.07 0.04
C 2.187 3.185 2.374 -0.03 -0.09 -0.09
C 1.393 2.071 2.122 0.07 0.04 0.37
N 1.240 1.645 0.784 -0.16 0.29 -0.24
C 1.580 0.381 0.344 0.14 0.10 -0.19
O 1.931 -0.521 1.079 0.06 -0.18 0.24
N 1.542 0.236 -1.016 0.30 -0.02 -0.10
C 1.720 -1.080 -1.606 0.23 -0.58 0.11
C 2.056 -0.742 -3.061 0.05 -0.03 0.04
C 1.335 0.593 -3.311 0.00 0.15 -0.07
C 0.692 0.935 -1.959 -0.49 0.42 -0.13
C -0.734 0.384 -1.828 0.25 -0.06 -0.15
C -0.806 -1.143 -2.048 -0.14 -0.01 0.64
O -0.857 -1.338 -3.452 0.01 0.00 -0.32
C -2.089 -1.651 -1.398 -0.14 -0.08 -0.23
C -3.163 -2.087 -2.163 0.09 0.04 0.07
C -4.318 -2.522 -1.533 0.04 0.01 0.10
C -4.361 -2.496 -0.149 -0.27 -0.10 -0.25
N -3.353 -2.067 0.592 -0.05 0.00 0.56
C -2.256 -1.658 -0.014 0.19 0.03 -0.24
C 0.416 -1.871 -1.445 0.11 0.26 -0.04
H -0.800 0.076 3.810 -0.09 0.03 0.03
H -0.884 0.526 2.099 -0.09 -0.04 -0.07
H 0.362 -0.593 2.652 -0.10 -0.04 -0.01
H 0.400 1.437 5.276 -0.07 -0.06 0.06
H 1.848 3.370 5.722 0.01 0.03 0.08
H 2.975 4.522 3.842 0.05 0.06 0.01
H 2.683 3.678 1.548 0.07 0.01 -0.07
H 1.363 2.385 0.107 -0.06 -0.15 0.03
H 2.525 -1.607 -1.089 -0.10 0.06 -0.08
H 1.720 -1.521 -3.742 0.04 -0.04 -0.03
H 3.133 -0.627 -3.176 0.01 -0.01 0.01
H 0.577 0.505 -4.084 0.03 0.08 -0.03
H 2.042 1.369 -3.600 0.00 0.02 0.01
H 0.676 2.013 -1.781 0.03 -0.07 -0.03
H -1.389 0.853 -2.564 -0.12 0.01 0.04
H -1.106 0.622 -0.830 -0.01 0.02 -0.01
H -0.817 -2.284 -3.632 0.02 -0.01 0.03
H -3.103 -2.072 -3.242 0.02 0.01 -0.03
H -5.164 -2.866 -2.107 -0.09 -0.04 -0.02
H -5.236 -2.824 0.396 -0.12 -0.05 -0.04
H -1.473 -1.315 0.650 0.18 0.07 -0.01
H 0.267 -2.030 -0.378 0.01 -0.05 -0.01
H 0.513 -2.853 -1.917 -0.07 -0.07 0.02
```
Forces are in eV/Å.

Output
total energy: -29679.9477 eV
SMILES: Cc1ccccc1NC(=O)N1[C@@H]2CC[C@H]1C[C@](O)(c1cccnc1)C2
charge: 0
energy above the lowest of the compared OMol25 structures with the same formula, charge and spin: 51.22 kJ/mol
frontier orbital gap: 0.334 hartree
HOMO energy: -8.5 eV



(2)
The following is a quantum chemistry calculation of 2 unconnected molecules or ions with the total composition C3H6NO4, from OMol25.

```
14
Properties=species:S:1:pos:R:3:forces:R:3
C -2.279 0.221 -0.014 1.33 -1.85 0.58
C 1.679 -0.559 -0.169 3.57 -0.32 -0.74
C 0.826 1.594 0.061 2.78 0.34 2.06
N 0.840 0.522 -0.596 0.03 0.89 0.37
O -3.099 -0.564 -0.440 -0.95 -0.77 -0.78
O -2.202 1.397 0.207 0.24 1.44 0.24
O -1.037 -1.919 0.314 -1.00 0.10 -0.98
O -0.956 -0.500 0.366 -0.86 0.90 1.22
H 1.263 -1.528 0.142 -0.72 0.65 -0.84
H 2.463 -0.702 -1.010 -1.44 -0.33 0.83
H 2.410 -0.370 0.659 -0.71 0.73 0.09
H 1.578 1.891 0.967 -1.29 -1.38 -1.45
H 0.199 2.441 -0.057 -0.93 0.29 -1.07
H -1.685 -1.925 -0.429 -0.06 -0.69 0.49
```
Forces are in eV/Å.

Output
total energy: -12885.8671 eV
charge: -1
energy above the lowest of the compared OMol25 structures with the same formula, charge and spin: 598.51 kJ/mol
frontier orbital gap: 0.310 hartree
HOMO energy: -4.4 eV



(3)
The following is a quantum chemistry calculation of 2 unconnected molecules or ions with the total composition C3H6N4, from OMol25.

```
13
Properties=species:S:1:pos:R:3:forces:R:3
C -1.577 -0.487 0.610 -1.07 -3.01 -0.95
C -0.872 1.292 -0.198 -1.02 1.24 -1.29
C -1.342 -0.753 -0.749 -0.56 -0.80 2.57
N -1.402 0.819 0.866 0.71 -0.99 1.98
N -0.939 0.418 -1.244 1.35 1.18 -1.72
N 2.680 -0.390 0.688 1.12 -0.78 4.70
N 2.423 0.343 -0.185 -0.66 1.58 -3.06
H -1.892 -1.275 1.336 0.15 1.17 -0.58
H -0.705 2.330 -0.189 0.68 1.01 -1.03
H -0.617 0.521 -2.219 -0.18 0.29 1.25
H 3.643 -0.504 1.134 -0.04 -0.29 -1.02
H 2.008 -0.649 1.454 -0.49 -0.49 -0.66
H -1.407 -1.665 -1.304 0.01 -0.10 -0.20
```
Forces are in eV/Å.

Output
total energy: -9165.2915 eV
charge: 0
energy above the lowest of the compared OMol25 structures with the same formula, charge and spin: 343.93 kJ/mol
frontier orbital gap: 0.332 hartree
HOMO energy: -8.1 eV



(4)
The following is a quantum chemistry calculation of 2 unconnected molecules or ions with the total composition C3H3Br2NO, from OMol25.

```
10
Properties=species:S:1:pos:R:3:forces:R:3
O 1.919 0.260 -1.880 -0.11 0.65 -1.31
N 2.051 -0.125 -0.771 0.43 -1.58 2.84
C 2.209 -0.622 0.278 -0.18 0.90 -1.59
Br 2.105 -1.070 2.008 0.02 0.03 0.05
C -1.308 -0.440 -0.147 -0.83 1.87 0.63
C -1.701 0.793 0.214 0.71 -1.78 -0.60
Br -0.295 2.038 0.648 -1.00 -0.10 -0.15
H -1.943 -1.273 -0.343 -0.72 -0.14 -0.20
H -0.282 -0.609 -0.229 1.38 -0.49 -0.05
H -2.755 1.047 0.222 0.31 0.64 0.38
```
Forces are in eV/Å.

Output
total energy: -146777.6273 eV
SMILES: [O-][N+]#CBr.C=CBr
charge: 0
energy above the lowest of the compared OMol25 structures with the same formula, charge and spin: 341.45 kJ/mol
frontier orbital gap: 0.359 hartree
HOMO energy: -9.6 eV



(5)
The following is a quantum chemistry calculation of 2 unconnected molecules or ions with the total composition C5H4F3NO2, from OMol25.

```
15
Properties=species:S:1:pos:R:3:forces:R:3
C -0.424 1.256 0.341 2.85 -0.59 -1.42
C 0.730 1.039 0.028 -3.72 1.13 1.77
C -0.651 -1.733 -1.131 -0.86 0.15 -0.51
C -1.835 1.181 0.407 -2.71 0.51 -0.26
C 2.061 0.735 -0.241 3.21 -0.15 -1.31
N 0.465 -1.890 0.938 3.62 1.13 3.21
O -1.222 -1.355 -2.083 0.77 -0.21 0.87
O -0.469 -2.028 0.016 -2.77 -1.11 -2.51
F 2.096 0.030 -1.417 0.17 -0.23 0.41
F 2.839 1.834 -0.479 -0.52 -0.10 0.12
F 2.729 0.048 0.691 -0.48 -0.04 -0.16
H -2.249 0.806 -0.625 0.61 0.37 2.17
H -2.359 2.154 0.621 0.75 -0.70 -0.39
H -2.095 0.574 1.305 -0.12 -0.14 -0.95
H 0.385 -2.652 1.631 -0.79 -0.01 -1.04
```
Forces are in eV/Å.

Output
total energy: -18979.9226 eV
charge: 0
energy above the lowest of the compared OMol25 structures with the same formula, charge and spin: 649.52 kJ/mol
frontier orbital gap (spin up / spin down): 0.293 / 0.293 hartree
HOMO energy (spin up / spin down): -8.3 / -8.3 eV



(6)
The following is a quantum chemistry calculation of a molecular structure, C13H17CrFO15, from OMol25.

```
47
Properties=species:S:1:pos:R:3:forces:R:3
Cr -0.959 -0.451 -0.248 0.20 0.08 -1.31
O -0.518 -4.312 0.506 -0.07 0.18 -0.02
C -0.592 -2.981 0.324 -0.39 1.97 -0.04
O -0.348 -2.456 -0.796 0.02 -0.45 -0.01
O -0.940 -2.235 1.280 -0.10 -0.92 0.51
H -0.880 -4.402 1.399 0.15 -0.29 0.03
O -2.915 2.095 -2.446 0.47 0.18 -0.09
C -2.120 1.233 -1.784 0.97 -1.29 0.53
O -1.561 1.569 -0.709 -0.42 0.34 0.52
O -1.937 0.074 -2.250 -0.31 0.12 -0.14
H -2.921 1.728 -3.340 -0.41 0.01 -0.02
C 3.776 2.166 3.790 0.72 -0.09 0.25
C 3.214 0.928 3.150 -0.36 0.20 0.04
C 2.471 -0.009 4.111 0.38 -0.39 -0.58
O 1.349 -0.441 3.338 -0.10 0.01 0.04
C 1.183 0.376 2.286 0.12 0.13 0.22
O 0.245 0.345 1.555 -0.12 0.08 -0.29
O 2.192 1.258 2.190 -0.09 -0.05 0.01
H 4.572 1.847 4.473 -0.19 0.04 0.12
H 3.032 2.722 4.356 -0.10 -0.02 -0.06
H 4.280 2.829 3.088 -0.28 -0.03 -0.21
H 3.979 0.372 2.604 0.08 0.05 0.04
H 2.119 0.443 5.036 0.04 0.18 -0.02
H 3.091 -0.881 4.312 -0.14 -0.02 0.28
C 2.665 2.408 -4.893 0.76 -0.17 -0.72
C 2.449 1.006 -4.402 -0.30 -0.14 0.26
C 3.609 0.317 -3.665 -0.01 -0.06 -0.48
O 3.011 -0.222 -2.491 -0.17 -0.20 0.00
C 1.731 0.197 -2.386 0.30 0.89 -0.09
O 1.027 -0.027 -1.459 0.04 -0.28 0.30
O 1.406 1.010 -3.407 0.04 -0.34 -0.05
H 1.742 2.840 -5.271 -0.12 0.14 0.37
H 3.327 2.375 -5.768 0.03 -0.08 0.13
H 3.174 3.023 -4.154 -0.36 0.16 0.14
H 2.117 0.360 -5.218 -0.12 0.09 0.02
H 4.434 0.974 -3.392 -0.12 0.15 0.09
H 3.994 -0.494 -4.281 0.12 -0.08 0.18
C -6.336 -1.117 1.567 0.20 -0.06 0.76
C -5.569 -2.389 1.901 -0.46 -0.33 -0.79
O -4.458 -2.309 1.033 0.21 0.36 0.39
C -4.211 -0.986 0.818 -0.54 -0.45 -0.07
O -3.215 -0.551 0.361 0.24 0.24 -0.16
O -5.277 -0.239 1.176 -0.11 -0.05 0.03
F -6.298 -3.491 1.575 0.10 0.02 0.05
H -6.856 -0.735 2.443 0.10 0.27 -0.09
H -7.049 -1.267 0.759 0.12 -0.11 -0.16
H -5.229 -2.501 2.929 -0.02 0.06 0.08
```
Forces are in eV/Å.

Output
total energy: -75611.7492 eV
charge: 0
spin multiplicity: 5
energy above the lowest of the compared OMol25 structures with the same formula, charge and spin: 10.71 kJ/mol
frontier orbital gap (spin up / spin down): 0.289 / 0.351 hartree
HOMO energy (spin up / spin down): -7.3 / -8.9 eV



Copy entry 6 word for word.
The following is a quantum chemistry calculation of a molecular structure, C13H17CrFO15, from OMol25.

```
47
Properties=species:S:1:pos:R:3:forces:R:3
Cr -0.959 -0.451 -0.248 0.20 0.08 -1.31
O -0.518 -4.312 0.506 -0.07 0.18 -0.02
C -0.592 -2.981 0.324 -0.39 1.97 -0.04
O -0.348 -2.456 -0.796 0.02 -0.45 -0.01
O -0.940 -2.235 1.280 -0.10 -0.92 0.51
H -0.880 -4.402 1.399 0.15 -0.29 0.03
O -2.915 2.095 -2.446 0.47 0.18 -0.09
C -2.120 1.233 -1.784 0.97 -1.29 0.53
O -1.561 1.569 -0.709 -0.42 0.34 0.52
O -1.937 0.074 -2.250 -0.31 0.12 -0.14
H -2.921 1.728 -3.340 -0.41 0.01 -0.02
C 3.776 2.166 3.790 0.72 -0.09 0.25
C 3.214 0.928 3.150 -0.36 0.20 0.04
C 2.471 -0.009 4.111 0.38 -0.39 -0.58
O 1.349 -0.441 3.338 -0.10 0.01 0.04
C 1.183 0.376 2.286 0.12 0.13 0.22
O 0.245 0.345 1.555 -0.12 0.08 -0.29
O 2.192 1.258 2.190 -0.09 -0.05 0.01
H 4.572 1.847 4.473 -0.19 0.04 0.12
H 3.032 2.722 4.356 -0.10 -0.02 -0.06
H 4.280 2.829 3.088 -0.28 -0.03 -0.21
H 3.979 0.372 2.604 0.08 0.05 0.04
H 2.119 0.443 5.036 0.04 0.18 -0.02
H 3.091 -0.881 4.312 -0.14 -0.02 0.28
C 2.665 2.408 -4.893 0.76 -0.17 -0.72
C 2.449 1.006 -4.402 -0.30 -0.14 0.26
C 3.609 0.317 -3.665 -0.01 -0.06 -0.48
O 3.011 -0.222 -2.491 -0.17 -0.20 0.00
C 1.731 0.197 -2.386 0.30 0.89 -0.09
O 1.027 -0.027 -1.459 0.04 -0.28 0.30
O 1.406 1.010 -3.407 0.04 -0.34 -0.05
H 1.742 2.840 -5.271 -0.12 0.14 0.37
H 3.327 2.375 -5.768 0.03 -0.08 0.13
H 3.174 3.023 -4.154 -0.36 0.16 0.14
H 2.117 0.360 -5.218 -0.12 0.09 0.02
H 4.434 0.974 -3.392 -0.12 0.15 0.09
H 3.994 -0.494 -4.281 0.12 -0.08 0.18
C -6.336 -1.117 1.567 0.20 -0.06 0.76
C -5.569 -2.389 1.901 -0.46 -0.33 -0.79
O -4.458 -2.309 1.033 0.21 0.36 0.39
C -4.211 -0.986 0.818 -0.54 -0.45 -0.07
O -3.215 -0.551 0.361 0.24 0.24 -0.16
O -5.277 -0.239 1.176 -0.11 -0.05 0.03
F -6.298 -3.491 1.575 0.10 0.02 0.05
H -6.856 -0.735 2.443 0.10 0.27 -0.09
H -7.049 -1.267 0.759 0.12 -0.11 -0.16
H -5.229 -2.501 2.929 -0.02 0.06 0.08
```
Forces are in eV/Å.

Output
total energy: -75611.7492 eV
charge: 0
spin multiplicity: 5
energy above the lowest of the compared OMol25 structures with the same formula, charge and spin: 10.71 kJ/mol
frontier orbital gap (spin up / spin down): 0.289 / 0.351 hartree
HOMO energy (spin up / spin down): -7.3 / -8.9 eV